{
  "formula": "C34H47CdN15O2P",
  "method": "wB97M-V/def2-TZVPD",
  "species": ["Cd", "C", "C", "N", "C", "C", "N", "C", "C", "C", "C", "C", "N", "C", "C", "N", "C", "C", "N", "C", "C", "C", "N", "C", "C", "H", "H", "H", "H", "H", "H", "H", "H", "H", "H", "H", "H", "N", "N", "C", "N", "N", "N", "O", "O", "H", "H", "H", "H", "H", "N", "P", "N", "C", "C", "C", "C", "C", "N", "C", "C", "C", "C", "C", "N", "C", "C", "C", "C", "C", "H", "H", "H", "H", "H", "H", "H", "H", "H", "H", "H", "H", "H", "H", "H", "H", "H", "H", "H", "H", "H", "H", "H", "H", "H", "H", "H", "H", "H", "H"],
  "coordinates": [[-0.2895, -0.2839, -0.1214], [-4.6022, -2.0327, 0.0485], [-3.2333, -1.8706, 0.1998], [-2.5639, -0.9685, -0.5062], [-3.2422, -0.2155, -1.3818], [-4.6284, -0.3507, -1.4705], [-5.2973, -1.2527, -0.7684], [-2.4712, 0.7460, -2.2113], [-3.0252, 1.4225, -3.2897], [-2.2343, 2.3152, -4.0092], [-0.9051, 2.4713, -3.6291], [-0.4162, 1.7330, -2.5584], [-1.1988, 0.9095, -1.8702], [1.0060, 1.8017, -2.1446], [1.7543, 2.9703, -2.2569], [3.0337, 3.0211, -1.9177], [3.5801, 1.9059, -1.4509], [2.8311, 0.7483, -1.2943], [1.5536, 0.6941, -1.6405], [-2.7910, 3.0678, -5.1526], [-3.6653, 2.4696, -6.0545], [-4.1468, 3.2231, -7.1148], [-3.8244, 4.4960, -7.3121], [-2.9974, 5.0684, -6.4452], [-2.4533, 4.4023, -5.3575], [-5.1550, -2.7868, 0.5943], [-2.6612, -2.4674, 0.9001], [-5.2238, 0.2855, -2.1124], [-4.0549, 1.2692, -3.5770], [-0.2496, 3.1180, -4.1957], [1.3106, 3.8960, -2.6058], [4.6320, 1.9462, -1.1962], [3.2657, -0.1556, -0.8819], [-3.9429, 1.4284, -5.9538], [-4.8206, 2.7847, -7.8421], [-2.7594, 6.1098, -6.6301], [-1.7987, 4.9195, -4.6682], [0.6174, -2.0649, 2.0162], [1.6204, -2.8729, 1.4743], [1.7103, -3.0709, 0.1431], [2.6253, -3.9231, -0.3080], [0.8671, -2.3510, -0.5953], [0.8278, -2.4416, -1.9581], [-0.1021, -1.8605, -2.4842], [1.6722, -3.0693, -2.5969], [1.0001, -1.1997, 2.3968], [0.1205, -2.5713, 2.7363], [2.2399, -3.3802, 2.0838], [3.1853, -4.4795, 0.3137], [2.6842, -4.0393, -1.3088], [0.3315, 1.3327, 0.8985], [0.2870, 1.5676, 2.4168], [1.3130, 0.5112, 3.2844], [1.4995, 0.6618, 4.7270], [2.7193, 1.5135, 5.0825], [3.9702, 0.9624, 4.4023], [3.7418, 0.9146, 2.8929], [2.5160, 0.0510, 2.5956], [-1.1318, 1.3588, 3.3489], [-2.2104, 2.2992, 2.9871], [-3.3960, 1.6023, 2.3322], [-4.0184, 0.5755, 3.2905], [-2.9479, -0.0162, 4.2228], [-1.5850, -0.0180, 3.5426], [0.7091, 3.1532, 2.7607], [1.2376, 3.9395, 1.6297], [1.7854, 5.2680, 2.1288], [0.6612, 6.1243, 2.7272], [-0.3461, 5.2533, 3.5045], [0.2933, 3.9319, 3.9227], [1.6281, -0.3387, 5.1637], [0.5951, 1.1043, 5.1452], [2.8425, 1.5334, 6.1675], [2.5529, 2.5362, 4.7400], [4.1673, -0.0516, 4.7680], [4.8407, 1.5738, 4.6452], [4.6180, 0.5083, 2.3809], [3.5598, 1.9231, 2.5087], [2.7408, -0.9791, 2.9202], [2.2991, 0.0512, 1.5253], [-1.8045, 3.0404, 2.2965], [-2.5544, 2.8279, 3.8840], [-3.0394, 1.1209, 1.4193], [-4.1364, 2.3476, 2.0369], [-4.4951, -0.2215, 2.7160], [-4.7980, 1.0535, 3.8852], [-3.2173, -1.0311, 4.5196], [-2.8703, 0.5790, 5.1349], [-1.6616, -0.5670, 2.5847], [-0.8574, -0.5431, 4.1631], [0.4574, 4.1210, 0.8782], [2.0206, 3.3642, 1.1336], [2.2579, 5.7945, 1.2985], [2.5603, 5.0770, 2.8757], [0.1428, 6.6527, 1.9250], [1.0941, 6.8814, 3.3829], [-1.2230, 5.0507, 2.8861], [-0.6934, 5.7771, 4.3963], [-0.3997, 3.3390, 4.5192], [1.1558, 4.1628, 4.5604]],
  "e_above_lowest_kcal_mol": 10.87,
  "largest_force_ev_per_a": 1.154,
  "homo_lumo_gap_ev": 6.98,
  "spin_multiplicity": 1,
  "total_charge": 1,
  "energy_ev": -76314.342
}

=====

{
  "formula": "C12H13BrOOs",
  "method": "wB97M-V/def2-TZVPD",
  "species": ["C", "C", "C", "H", "C", "C", "H", "H", "H", "H", "Os", "Br", "C", "C", "C", "H", "C", "C", "H", "H", "H", "H", "C", "C", "O", "H", "H", "H"],
  "coordinates": [[-1.6693, -0.8688, -1.4284], [-1.7279, -1.3670, -0.0865], [-1.5833, -0.2532, 0.8193], [-1.9519, -2.4012, 0.1430], [-1.4388, 0.9318, 0.0318], [-1.4918, 0.5563, -1.3411], [-1.3542, 1.2039, -2.1970], [-1.7922, -1.4564, -2.3432], [-1.6024, -0.3028, 1.9042], [-1.3103, 1.9405, 0.3987], [0.1606, -0.4688, -0.4048], [2.3291, 0.5385, -0.8409], [2.2259, 0.5731, -3.6929], [1.1685, 1.3687, -4.2318], [0.1967, 0.4899, -4.7936], [1.1443, 2.4612, -4.2462], [0.6251, -0.8602, -4.5445], [1.8551, -0.8041, -3.8370], [2.4467, -1.6571, -3.5148], [3.1713, 0.9674, -3.3272], [-0.6905, 0.7858, -5.3653], [0.1129, -1.7600, -4.8940], [1.1785, -0.5659, 1.7106], [0.8237, -1.7903, 0.8774], [1.1456, -2.9419, 1.0302], [0.9448, 0.4471, 1.2628], [2.2689, -0.6170, 1.8038], [0.6792, -0.5920, 2.6902]],
  "e_above_lowest_kcal_mol": 0.00,
  "largest_force_ev_per_a": 4.664,
  "s_squared": 6.03,
  "homo_lumo_gap_ev": [6.85, 6.20],
  "spin_multiplicity": 5,
  "energy_ev": -87205.703
}

=====

{
  "formula": "C2H4BrNOS",
  "method": "wB97M-V/def2-TZVPD",
  "species": ["C", "C", "N", "O", "S", "Br", "H", "H", "H", "H"],
  "coordinates": [[-0.1987, 0.3273, 0.0269], [1.1705, 0.4676, 0.6125], [-0.3952, -0.4904, -1.0898], [-1.0769, 0.9695, 0.5986], [-1.7015, -0.4516, -1.9100], [0.3456, -2.5369, 0.5382], [1.0248, 0.0165, 1.5543], [1.9986, -0.1059, 0.0823], [1.3637, 1.4430, 0.7719], [-2.5309, 0.3609, -1.1849]],
  "e_above_lowest_kcal_mol": 65.58,
  "largest_force_ev_per_a": 4.560,
  "homo_lumo_gap_ev": [6.68, 8.23],
  "spin_multiplicity": 1,
  "energy_ev": -86551.477
}